# 1
59
Properties=species:S:1:pos:R:3 method="wB97M-V/def2-TZVPD" total_charge=+1 e_lumo_ev="-3.41 / -3.56" e_above_lowest_ev=0.166 gap_ev="6.427 / 6.595" fmax_ev_per_a=1.14 s2=2.010 spin_multiplicity=3
C -3.0269 -0.6006 2.1488
Ti -0.4147 0.4446 -1.2030
O 3.0312 -1.5320 4.5040
C 0.2581 2.8323 -0.7473
O 0.9025 -1.6667 5.2931
H 0.7797 2.8930 -1.6953
C -4.5840 -0.3897 0.3444
H -2.0764 4.9077 -2.5818
H 0.8412 -6.4506 -0.4630
C -1.1298 3.0877 1.6684
H -3.6554 0.0534 -1.5487
N -0.1563 -3.9877 -2.2620
H -1.6551 3.1847 2.6090
C -0.5678 -0.4145 1.6478
C 1.7964 -1.4456 4.4652
C -1.1425 2.7662 -0.7057
N -0.4897 -1.5584 -2.0286
H 0.3086 -6.3636 -2.1112
H 2.0354 3.1014 0.4328
H 1.7717 0.7396 -3.5103
C 2.4430 -0.0240 -0.3892
C -0.1116 -0.8108 2.8920
H -2.0016 4.0054 -4.1194
C 1.2575 -0.9400 3.0965
C 1.6280 -0.2832 0.8320
H -0.5170 4.2166 -3.1396
H 0.8180 3.2616 2.5706
H -5.5860 -0.4157 -0.0586
C -1.8404 2.9243 0.5024
H -5.1460 -0.8160 2.3741
C 3.8255 -0.1380 -0.4135
C 2.1400 -0.6627 2.0588
C -1.5963 4.0852 -3.1125
H 5.5681 0.0100 -1.6479
N -2.2536 -0.0841 -0.0485
N 0.3024 -0.1677 0.6581
C 3.7690 0.4061 -2.7486
C 0.2729 3.1308 1.6454
C -3.5121 -0.1296 -0.4901
C 0.9555 3.0292 0.4529
C -4.3339 -0.6152 1.6884
H -0.7469 -1.0596 3.7327
C 0.3000 -4.5910 -1.1605
S -2.0180 2.5827 -2.2423
H -2.8025 -0.7987 3.1863
N 0.5623 -3.9657 -0.0034
H 0.8957 -4.4574 0.8078
N 1.7558 0.3079 -1.4968
C -2.0032 -0.3412 1.2494
C -0.3370 -2.7026 -2.1475
H 4.2593 0.5756 -3.6963
H 3.1932 -0.7932 2.2746
H -2.9232 2.8850 0.5105
C 4.4900 0.0884 -1.6082
H 0.3928 -2.9768 0.0866
C 2.3915 0.5000 -2.6546
N 0.5116 -5.9066 -1.2392
O -1.1975 1.4717 -2.9410
H 4.3686 -0.4019 0.4822

***

# 2
23
Properties=species:S:1:pos:R:3 method="wB97M-V/def2-TZVPD" total_charge=0 e_lumo_ev="0.53 / 0.43" e_above_lowest_ev=0.121 gap_ev="3.202 / 11.668" fmax_ev_per_a=1.36 s2=0.751 spin_multiplicity=2
H 2.1869 -1.5157 0.2251
O 2.1539 -2.0623 -2.5443
H -1.0662 -0.4623 -0.9164
H -1.9523 -0.6226 0.6467
H -0.0215 0.8494 1.7652
H -3.1004 3.5624 -0.2122
O -2.5379 3.6546 0.5642
H -1.5621 -1.9983 -0.3028
C -1.1616 -1.0269 0.0052
C 0.0953 -1.1031 0.8387
C 1.1824 -1.9291 0.1394
H 0.8842 -2.0389 -0.8882
H 1.2719 -2.9242 0.5803
H -3.0271 3.3384 1.3330
H 0.4328 0.8431 0.1407
H 2.8745 -2.7014 -2.5364
H 1.5221 0.3486 1.3210
H -0.1613 -1.5537 1.7950
H 2.0023 -1.8969 -3.4832
O 0.0736 2.7304 0.3254
H 0.2815 3.5011 -0.2152
N 0.5339 0.3211 1.0364
H -0.9048 2.6864 0.3824

***

# 3
26
Properties=species:S:1:pos:R:3 method="wB97M-V/def2-TZVPD" total_charge=0 e_lumo_ev="-0.45 / -0.76" e_above_lowest_ev=6.763 gap_ev="7.886 / 6.441" fmax_ev_per_a=5.26
H -2.0858 -0.2474 1.4913
H -0.0358 -0.7825 -1.7407
H 0.9635 -2.7791 -0.9932
H 2.8892 -2.1989 -0.0230
H -1.4148 2.8058 1.3283
H -2.4650 2.3281 -1.1698
N -0.0294 0.1601 0.0487
C 2.1946 -1.6447 1.8858
H -0.8575 2.1050 -1.7900
C 0.8078 -1.9882 -0.2040
H 3.1641 -1.5805 2.3674
H 1.3545 -1.5444 2.5520
H -3.3500 0.4652 0.4110
H -2.1745 1.0602 -2.1364
S 0.6816 1.4192 0.8820
H -2.5324 -1.0929 0.1316
C 2.0657 -1.9231 0.5880
C -1.3610 0.8418 -0.0112
C 0.5488 -0.7008 -0.9510
C -1.6711 1.5916 -1.3333
O 2.1626 1.9909 -1.1610
H 1.5331 -0.4109 -1.2647
C -0.9577 1.9330 0.9685
H 3.0547 2.3649 -0.9118
C -2.4665 -0.0739 0.5023
H -0.0187 -2.0984 0.5332

***

# 4
144
Properties=species:S:1:pos:R:3 method="wB97M-V/def2-TZVPD" total_charge=-1 e_lumo_ev=-0.79 e_above_lowest_ev=8.141 gap_ev=3.792 fmax_ev_per_a=9.93
C -11.7490 -6.5577 -9.7332
C -8.2104 4.1514 -3.1003
C 7.7379 2.9419 2.1465
C 7.7097 8.1187 5.9794
O 7.8094 6.0338 2.4579
C -6.5217 0.1021 -5.6620
O -0.7597 -8.5374 6.1533
H 4.0889 8.3534 10.0514
H -3.1505 -0.7922 -5.7087
O -2.8930 -7.0646 -8.8076
H -4.6772 -7.5079 -10.6416
C 8.9594 7.5076 5.4848
C -6.0107 4.9922 -2.4166
H 4.5873 2.8759 1.8956
O 3.4051 3.9807 -0.1978
O -5.3717 1.5760 -2.6352
H -6.4422 2.9323 -2.6896
H -3.2127 0.4747 -3.5646
C 3.1184 2.9140 0.5658
H 0.0928 -2.3699 -0.8045
C 0.3876 -8.1130 6.1450
C 0.2046 0.4867 -0.9734
C -4.7910 -6.5690 -10.1131
H 1.0724 -1.1843 1.4920
C 3.9487 7.6317 8.0609
C 8.9928 6.8278 4.3345
C -4.0594 -0.3387 -5.3320
H -7.4017 -0.0315 -6.2792
H 2.8383 -1.4475 0.8304
C -6.7989 3.9550 -2.7153
H 9.9018 6.3743 3.9578
H -2.0817 1.6066 0.4591
H 2.1643 -5.1970 5.6279
C 3.6356 6.4897 7.1794
C 5.9919 -1.6958 4.0855
H 6.2231 -0.6593 3.8721
H -9.8546 -9.3849 -10.3202
C 6.4972 7.9484 5.1547
C -4.9190 -4.1465 -8.6060
C -7.9291 6.5747 -2.8419
H -9.1816 -5.2987 -11.6718
H -6.5137 -5.9063 -11.1599
H 5.3625 -5.4975 4.8842
C 1.5348 -8.9987 6.4265
N -3.5929 -0.6503 -0.8428
O -1.0783 -0.0622 -0.4664
O -6.8170 -3.6509 -9.9115
C -6.5550 0.7819 -4.5118
O 3.3787 6.1644 11.2519
O 3.2992 -3.9997 4.3974
O 11.2864 2.9430 2.4088
C 6.5306 7.2686 4.0045
C -9.3610 -7.3978 -11.0859
C -6.5176 6.3783 -2.4570
H 0.9063 4.3104 -0.9052
H 2.8421 4.1996 9.6411
O -8.9320 3.2028 -3.3759
H -0.1732 -6.0586 5.6486
C 10.1391 2.5185 2.4171
H 7.6999 -4.6359 4.8635
H -0.1796 1.1290 -1.9007
N 1.1949 -0.5191 -1.5241
O 0.0339 4.0738 1.3715
O -5.7959 7.3269 -2.1814
H -4.5072 -0.2052 -1.0771
O 3.5704 2.9384 1.9769
H 2.8740 0.6689 0.2529
O -8.3440 -7.7567 -11.6633
H 2.6070 1.7056 -1.2982
C 1.7082 -1.8185 0.7414
H 1.6936 -2.9358 1.1549
H -7.4640 1.2354 -4.1350
C 0.7067 1.6512 0.0660
H -11.2554 -4.5705 -10.4989
N -2.1521 1.3671 2.6214
H 6.8857 3.5791 1.9427
C 9.8477 1.1013 2.7097
C -9.8037 -5.9898 -11.1157
C 1.1488 -1.8462 -0.7995
H 3.6411 -9.1735 6.6193
O 7.6806 8.7425 7.0313
C 3.4544 6.2615 10.0348
P -1.4747 0.5097 1.1683
H -4.5055 -0.0313 1.3704
C -5.3425 0.9522 -3.6871
C 3.8635 7.5253 9.3905
H 4.2479 8.5517 7.5731
O 6.2992 1.1003 2.4474
C 8.9919 3.4042 2.1355
C -8.7173 5.5375 -3.1407
O 0.1277 1.2490 1.3753
H -1.0072 -0.6535 1.8775
C 1.9331 -6.2334 5.8414
H -3.1963 -4.8092 -7.5592
H 0.9973 -0.6698 -2.5590
P -3.3394 -0.6395 0.7829
H 5.5882 8.4019 5.5315
C -3.9337 -5.0057 -8.3280
C 3.1413 5.1195 9.1533
C 4.7379 -2.1581 4.0965
O -5.2428 -1.1328 -7.2086
O -12.7660 -6.1988 -9.1558
H -9.7550 5.6640 -3.4243
H -4.9729 4.8656 -2.1330
H -8.2858 7.5974 -2.8677
C 2.7888 -8.5364 6.4156
C 7.1391 -2.5815 4.3671
C 4.4465 -3.5753 4.3892
C 3.0803 -7.1191 6.1229
O -1.3207 0.0731 4.8551
C 5.5937 -4.4610 4.6707
C -5.2720 -0.5090 -6.1566
C -10.1938 -8.3563 -10.3327
H 10.6999 0.4641 2.9135
H -11.9284 -8.6567 -9.1473
C 8.5937 0.6390 2.7207
C 0.6791 -6.6957 5.8523
C 3.2265 5.2259 7.8238
C -10.9162 -5.5991 -10.4864
H 9.2231 4.4407 1.9221
H -1.3113 3.5141 -0.5949
H 1.3036 -10.0351 6.6400
O 4.2276 -6.6947 6.1146
O 8.2864 -2.1570 4.3588
H 9.8395 7.6412 6.1019
H -3.1692 -2.0434 1.1495
H -5.0328 -3.2075 -8.0775
C -4.0928 0.3411 -4.1817
C 7.7803 6.6575 3.5099
H 1.8680 -2.5835 -1.4022
P 0.0739 3.4444 -0.1101
O 3.7113 6.5868 5.9623
C 6.8477 -3.9987 4.6597
C 7.4465 1.5247 2.4392
C 2.3326 1.6295 -0.1388
C -1.7826 0.6295 3.7201
H 8.3625 -0.3975 2.9342
H 3.8857 -1.5209 3.8927
C -5.7763 -5.7098 -10.3911
C -3.7964 -6.2797 -9.0613
H 3.0011 4.3978 7.1629
C -5.9136 -4.4358 -9.6578
C -11.3063 -7.9656 -9.7034
H 5.6505 7.1350 3.3873

***

# 5
20
Properties=species:S:1:pos:R:3 method="wB97M-V/def2-TZVPD" total_charge=0 e_lumo_ev=1.01 e_above_lowest_ev=1.641 gap_ev=9.389 fmax_ev_per_a=1.88 smiles="C=C(C)CCCN"
H -0.6882 -1.1091 -1.2462
H 2.2875 1.4621 -1.4117
C -1.3669 -1.0846 -0.3954
H 0.1570 1.0705 1.8562
C 1.3228 1.2250 -0.9706
C -1.1555 0.2160 0.3942
H 0.8567 2.2251 -1.0013
H -1.3322 1.0512 -0.2892
H -1.9871 0.2159 1.1039
H -3.1642 -0.8379 -1.3928
H 0.6449 0.5948 -1.5473
H 3.4765 0.9103 0.7685
N -2.7435 -1.4292 -0.6919
H 2.8788 -0.6926 1.3594
C 0.1551 0.2635 1.1481
H -2.7376 -2.3996 -0.9668
C 2.6155 0.2588 0.9055
H -0.9088 -1.8619 0.2285
C 1.4193 0.5379 0.3577
H 0.2698 -0.6161 1.7912

***

# 6
20
Properties=species:S:1:pos:R:3 method="wB97M-V/def2-TZVPD" total_charge=+1 e_lumo_ev=-6.72 gap_ev=5.549 fmax_ev_per_a=4.81
Cl -1.5824 4.6954 2.4908
C -0.6721 2.0199 1.1526
C 1.8219 -1.3691 -0.5429
C 0.5120 -0.9869 -0.3661
C 1.1279 0.9095 1.0362
C -0.9192 0.8991 0.2662
H 2.4563 -3.2029 -1.5584
H -1.3848 -1.7884 -0.9210
N 0.6262 1.9514 1.5845
H 2.0847 0.6015 1.1523
C 1.7661 -2.5615 -1.1970
N 0.2251 0.2022 0.2525
H 0.1749 -3.6318 -1.9417
H 2.7842 -0.9026 -0.3400
C -0.3429 -1.9538 -0.8916
C -2.7072 1.6671 -0.1259
N -2.7169 2.7333 0.5058
N 0.4824 -2.8536 -1.4100
C -1.6300 2.9799 1.2345
N -2.1060 0.5914 -0.3808

***

# 7
16
Properties=species:S:1:pos:R:3 method="wB97M-V/def2-TZVPD" total_charge=0 e_lumo_ev=1.11 e_above_lowest_ev=1.241 gap_ev=9.994 fmax_ev_per_a=3.65 smiles=C[C@@H](N)CCF
F 2.2994 -0.3895 -0.9921
C 1.9752 0.3442 0.2634
H 0.1572 0.1189 1.7445
H -0.2230 -0.1957 -1.3768
H 2.6487 0.0440 0.9966
H -2.1427 -0.9656 0.7101
C -0.5140 -0.0244 -0.3955
H -0.5896 2.0976 0.2396
H -1.4066 1.7585 -1.1527
H -1.0136 -2.0723 -0.2004
H -2.2418 -0.9733 -1.0636
C 0.6407 -0.1676 0.7084
N -0.9911 1.3748 -0.3604
C -1.5205 -1.0859 -0.1691
H 1.9626 1.3685 0.1751
H 0.9590 -1.2324 0.8730

***

# 8
20
Properties=species:S:1:pos:R:3 method="wB97M-V/def2-TZVPD" total_charge=0 e_lumo_ev="0.91 / -1.51" e_above_lowest_ev=3.125 gap_ev="11.434 / 9.011" fmax_ev_per_a=2.65 s2=0.755 spin_multiplicity=2
C -1.8862 0.1124 -0.4478
C -0.5893 -0.4035 0.1705
H -4.0301 -0.2580 -0.4466
H -3.2472 -0.5912 1.0893
O 4.5058 -0.8413 0.0790
H -0.6440 -0.3254 1.2612
H 0.7075 0.2997 -1.4091
O 2.9477 0.8198 -0.0973
H -3.0520 -1.7038 -0.2468
C 1.9414 -0.0323 0.3234
O 0.4401 1.7820 -0.0662
O 4.1990 0.3686 0.5071
C 0.6220 0.3990 -0.3132
H 1.3178 2.2287 -0.0851
C -3.1202 -0.6471 0.0099
H -1.8070 0.0773 -1.5425
H -0.4558 -1.4680 -0.0524
H 2.2450 -1.0533 0.0625
H -1.9896 1.1804 -0.2086
H 1.8950 0.0560 1.4126